[1]
A structure of composition C4H8FN2, computed with wB97M-V/def2-TZVPD.

Frontier orbital gap in eV: 9.997
HOMO energy in eV: -14.81
LUMO level in eV: -4.8
Energy above the lowest of the compared OMol25 structures with the same formula, charge and spin in kcal per mole: 70.90
Net charge: +1

```
15
C4H8FN2 wB97M-V/def2-TZVPD
C -1.0355 -1.8260 0.9016
C -0.0220 0.2467 0.1037
C 2.2217 -0.0632 -0.4510
C -1.6463 1.2659 -0.1810
N -0.3014 -0.8197 0.6533
N 1.0354 0.7401 -0.4023
F -2.5521 0.2784 -0.1092
H -1.1530 -2.1094 1.8669
H -1.5400 -2.4644 0.1904
H 2.6468 0.0209 0.5449
H 2.7939 0.3455 -1.3269
H 1.8723 -1.0661 -0.5707
H -1.7168 2.0635 0.7196
H -1.6584 1.7053 -1.1879
H 1.0554 1.6823 -0.7514
```


[2]
The ion C4H8FN4 with charge +1, computed with wB97M-V/def2-TZVPD.

Frontier orbital gap in eV: 10.390
HOMO energy in eV: -13.70
Structure (SMILES): N[C@]1(F)C=CNC(=[NH2+])N1
LUMO level in eV: -3.3
Energy above the lowest of the compared OMol25 structures with the same formula, charge and spin in kcal per mole: 22.72
Net charge: +1

```
17
C4H8FN4 wB97M-V/def2-TZVPD
C -1.6708 -0.2944 0.9001
C -1.7249 -0.3569 -0.4166
C 0.4644 0.4984 -0.9874
C -0.0521 0.4354 1.5109
N -0.7414 0.0591 -1.2850
N 0.7555 0.7398 0.3344
N 1.4198 0.6465 -1.9348
N 0.5310 -0.5016 2.3864
F -0.1791 1.6115 2.2082
H -2.3300 -0.5861 1.5793
H -2.6688 -0.7026 -0.9159
H -0.9141 -0.4300 -2.1151
H 1.7451 1.0437 0.5936
H 1.2555 0.4969 -2.9496
H 2.2141 1.1604 -1.6640
H 0.5801 -0.2303 3.3305
H 0.0770 -1.4350 2.2270
```


[3]
An isolated molecule of C4H8FNO, computed with wB97M-V/def2-TZVPD.

Frontier orbital gap in eV: 10.390
HOMO energy in eV: -9.57
Structure (SMILES): CC(=O)[C@H](C)NF
LUMO level in eV: 0.8
Energy above the lowest of the compared OMol25 structures with the same formula, charge and spin in kcal per mole: 61.82
Net charge: 0

```
15
C4H8FNO wB97M-V/def2-TZVPD
C 0.8501 -0.4580 0.0531
C 0.3744 -1.7312 -0.6503
C -0.0052 1.5517 1.1831
C 0.0697 0.7580 -0.1548
N -1.4023 0.4658 -0.5749
O 1.8347 -0.4572 0.7506
F -1.5347 0.2651 -1.8792
H -0.1543 -1.6698 -1.6625
H 1.1808 -2.4580 -0.7738
H -0.4135 -2.1556 0.1099
H -0.6251 1.0118 1.9327
H 0.9966 1.3734 1.5475
H -0.1982 2.6004 1.1796
H 0.5925 1.3642 -0.9640
H -1.5654 -0.4605 -0.0971
```


Q: Among the records above, which one has the highest HOMO energy?
A: C4H8FNO